1.
# C16H15F3N4S3

C16H15F3N4S3 in the gas phase in a non-equilibrium geometry (ωB97M-V with the def2-TZVPD basis set, OMol25).

Its HOMO energy is -8.47 eV. As for the HOMO-LUMO gap: 8.87 eV. As for the SMILES: [H]/N=C(\N)SCc1cc(F)ccc1Sc1cc(F)c(F)cc1CS/C(N)=N/[H].

```
41
Properties=species:S:1:pos:R:3:lowdin_charge:R:1
H 3.10673 -2.46020 -3.35345 0.039
N 2.65988 -2.69888 -2.47512 0.049
C 3.36362 -2.62494 -1.39831 -0.842
N 4.63566 -2.19120 -1.54137 0.041
S 2.77062 -2.87075 0.23773 0.979
C 0.97253 -3.04822 -0.11834 -0.424
C 0.25712 -2.61286 1.12009 -0.320
C 0.26720 -3.49536 2.21801 0.025
C -0.24380 -3.10667 3.47488 -0.253
F -0.10800 -3.90067 4.56853 0.059
C -0.80500 -1.85050 3.61484 0.002
C -0.94210 -0.98187 2.49440 -0.055
C -0.40767 -1.35478 1.25387 -0.468
S -0.66233 -0.33569 -0.17763 1.041
C 0.15696 1.21603 0.03660 -0.447
C 1.25286 1.29321 0.89448 0.006
C 1.88728 2.51736 1.16482 -0.169
F 2.99148 2.53057 1.95933 0.076
C 1.39036 3.68633 0.60939 -0.206
F 1.94463 4.90351 0.85340 0.079
C 0.32671 3.61790 -0.21753 0.032
C -0.30590 2.40826 -0.52055 -0.361
C -1.35587 2.45838 -1.52300 -0.442
S -2.93027 2.71350 -0.62915 0.974
C -4.06126 2.52123 -1.94134 -0.842
N -5.36296 2.21670 -1.66678 0.038
N -3.78224 2.65975 -3.19700 0.046
H -4.56307 2.55827 -3.85146 0.045
H 5.17520 -2.13754 -0.69429 0.068
H 5.12699 -2.31683 -2.44297 0.120
H 0.70295 -4.09065 -0.40553 0.110
H 0.64770 -2.47879 -0.94006 0.017
H 0.66407 -4.50575 2.10760 0.129
H -1.10123 -1.56341 4.63281 0.124
H -1.42965 -0.03657 2.58130 0.105
H 1.66128 0.37897 1.30641 0.118
H -0.03921 4.55750 -0.65951 0.151
H -1.19343 3.29500 -2.22208 0.095
H -1.37027 1.53944 -2.14242 0.090
H -5.49076 2.00070 -0.68297 0.070
H -5.80680 1.58952 -2.32764 0.100
```



2.
# C16H15FeNO5

A molecular structure, C16H15FeNO5 in a non-equilibrium geometry (ωB97M-V with the def2-TZVPD basis set, OMol25).

Its spin multiplicity is 5. Its HOMO energy (alpha / beta) is 1.06 / -0.42 eV. The net charge is -2. As for the HOMO-LUMO gap (alpha / beta): 4.13 / 4.18 eV.

```
38
Properties=species:S:1:pos:R:3:mulliken_spin:R:1
C 0.57140 0.07164 4.19425 -0.007
C -0.10410 -0.90114 3.31325 0.004
C 0.03979 -1.77751 2.28643 -0.014
Fe -0.99200 -1.27939 -0.95598 2.158
C -0.05909 -2.85273 -0.87465 -0.143
O 0.64347 -3.77058 -0.74746 -0.064
C 0.55479 -0.29314 -0.97069 -0.042
O 1.64950 0.11173 -0.99385 -0.049
C -2.82314 -1.93883 -0.58498 -0.048
C -2.76454 -1.17647 -1.80210 0.046
C -2.29227 0.14045 -1.46720 -0.078
C -2.06652 0.17420 -0.02993 0.076
C -2.43104 -1.10183 0.49451 0.096
H 0.16761 -0.04897 5.20955 0.001
H 1.66740 0.01477 4.25902 0.009
H 0.31267 1.10818 3.91131 0.000
H -1.17268 -0.83609 3.57977 0.000
H 0.78246 -1.95163 1.50943 -0.001
H -0.87888 -2.27239 2.00125 0.005
H -3.19774 -2.95822 -0.46607 -0.001
H -2.98659 -1.51378 -2.80475 0.000
H -2.16936 0.97871 -2.13856 0.007
H -1.79582 1.04827 0.57741 0.012
H -2.50736 -1.31652 1.54827 0.032
C 3.98330 0.71291 1.66180 0.156
C 5.29290 0.63936 1.27774 0.037
C 6.03608 -0.52498 1.57928 0.239
N 7.44879 -0.46043 1.40732 0.277
O 8.17327 -1.44708 1.65278 0.257
O 7.90951 0.64653 1.03881 0.259
C 5.39336 -1.69247 2.09417 0.035
C 4.05861 -1.65395 2.38870 0.148
C 3.25637 -0.46077 2.06238 0.136
O 2.00889 -0.36625 2.10700 0.408
H 3.39668 1.60239 1.51177 -0.007
H 5.77803 1.49682 0.81505 0.028
H 5.99468 -2.57673 2.29629 0.024
H 3.54023 -2.52425 2.80270 0.000
```



3.
# C16H15N3O3S

C16H15N3O3S in the gas phase in a non-equilibrium geometry (ωB97M-V with the def2-TZVPD basis set, OMol25).

Its HOMO energy is -8.55 eV. As for the HOMO-LUMO gap: 9.06 eV. As for the SMILES: COc1cccc(NC(=O)CCc2nc(-c3cccs3)no2)c1.

```
38
Properties=species:S:1:pos:R:3:lowdin_charge:R:1
C 6.88323 -3.34082 -4.25743 -0.091
O 5.71896 -2.62688 -3.91897 -0.085
C 5.19917 -2.78748 -2.66990 -0.277
C 5.72460 -3.61484 -1.68341 -0.034
C 5.09538 -3.68567 -0.45147 -0.071
C 3.95716 -2.95485 -0.17448 -0.022
C 3.42971 -2.12555 -1.16066 -0.215
N 2.28034 -1.34801 -0.96872 0.125
C 1.49972 -1.22782 0.14016 -0.457
O 1.67949 -1.80554 1.18653 0.084
C 0.34531 -0.25300 -0.08000 -0.097
C -0.54314 -0.18410 1.15823 -0.092
C -1.61440 0.82668 1.01942 -0.332
N -2.66572 0.96572 1.76375 0.210
C -3.30040 2.04739 1.20927 -0.379
C -4.52797 2.56642 1.72452 -0.480
C -5.22765 2.09306 2.80303 -0.111
C -6.39822 2.83076 3.05091 -0.184
C -6.57023 3.84780 2.16242 -0.410
S -5.30880 3.93124 1.00152 1.054
N -2.65910 2.53272 0.17578 0.122
O -1.55708 1.74401 0.04266 0.027
C 4.05153 -2.04722 -2.39931 0.048
H 6.72039 -4.42227 -4.20887 0.095
H 7.11397 -3.05798 -5.28330 0.092
H 7.72352 -3.06973 -3.61027 0.096
H 6.61163 -4.20130 -1.85988 0.100
H 5.50690 -4.32944 0.31124 0.108
H 3.47938 -3.01937 0.78717 0.097
H 2.01637 -0.79847 -1.77540 0.144
H 0.75559 0.73618 -0.29780 0.130
H -0.23855 -0.57331 -0.94602 0.133
H 0.06613 0.06380 2.03212 0.139
H -0.99856 -1.15432 1.36429 0.138
H -4.89548 1.24926 3.37919 0.112
H -7.08216 2.61684 3.85227 0.101
H -7.37071 4.55973 2.12063 0.061
H 3.66030 -1.41104 -3.17923 0.123
```



4.
# C16H15NO6

A molecular structure, C16H15NO6 in a non-equilibrium geometry (ωB97M-V with the def2-TZVPD basis set, OMol25).

Its HOMO energy is -8.18 eV. As for the HOMO-LUMO gap: 8.43 eV.

```
38
Properties=species:S:1:pos:R:3:lowdin_charge:R:1
O -1.23921 0.29438 -1.52564 0.076
C -2.21801 -0.10898 -0.82118 -0.652
O -3.39962 0.01432 -1.18085 0.148
H -3.45406 0.42217 -2.23078 0.274
C -2.17071 -0.67353 0.33112 -0.213
H -2.62654 0.24062 1.10373 0.280
C -0.74328 -0.65658 0.90744 -0.016
C -0.13883 -0.08752 2.07629 -0.649
O -0.91783 0.45846 2.84596 0.025
N 1.07076 0.12852 2.29937 0.063
H 1.54933 0.80085 3.17822 0.255
C 2.35040 -0.28648 1.36730 0.001
C 1.98695 0.28428 -0.11366 -0.294
C 2.56429 -0.32167 -0.98330 -0.167
C 2.47611 0.10040 -2.43342 0.142
C 1.88437 1.60207 -2.47886 -0.135
C 1.33081 2.21269 -1.41606 -0.292
C 1.53742 1.75986 -0.10752 0.144
H 1.29204 2.11550 0.86061 0.103
O 1.03349 3.50855 -1.68822 0.031
C 1.15402 3.35580 -3.24134 -0.265
O 1.79725 2.39486 -3.53742 0.115
H 1.77291 4.30469 -3.40259 0.157
H 0.10334 3.65078 -3.51578 0.157
H 2.97302 -0.56798 -3.22725 0.111
H 2.88826 -1.38957 -0.88422 0.135
H 2.03034 -1.34359 1.20041 0.098
H 3.24646 -0.03890 1.99915 0.125
H 0.01902 -0.59922 0.10010 0.131
C -0.84867 -2.33519 1.34292 -0.448
C -1.55495 -2.49638 2.60022 0.084
C -2.83655 -2.27063 2.01755 0.035
H -3.78747 -2.08650 2.70895 0.147
C -2.80659 -1.96436 0.51817 -0.056
H -3.62630 -2.10984 -0.07116 0.135
O -1.52996 -2.82686 0.46597 0.028
H -1.24135 -2.76028 3.47883 0.060
H 0.07933 -2.72475 1.45693 0.125
```



5.
# C16H16BCoN9O7

A molecular structure, C16H16BCoN9O7 in a non-equilibrium geometry (ωB97M-V with the def2-TZVPD basis set, OMol25).

Its spin multiplicity is 4. Its HOMO energy (alpha / beta) is -8.81 / -8.80 eV. As for the HOMO-LUMO gap (alpha / beta): 6.59 / 6.56 eV.

```
50
Properties=species:S:1:pos:R:3:mulliken_spin:R:1
H -1.48847 1.29981 3.45152 -0.001
N -2.08252 0.56973 1.55678 0.033
B -3.24929 -0.49469 -0.40562 -0.012
N -3.18628 -0.11813 1.09616 0.016
C -4.05653 -0.28591 2.11169 0.016
Co -0.67123 1.21753 0.56707 2.693
H -5.01951 -0.73438 1.92645 0.001
C -3.49535 0.25554 3.26202 0.007
H -3.93455 0.29947 4.24250 0.001
C -2.24990 0.78613 2.88461 0.016
H -4.33477 -0.87325 -0.69187 0.000
C 3.15907 -0.90497 -2.24343 0.000
H 3.81560 -0.23953 -2.82383 0.000
H 2.34439 -0.31963 -1.82564 0.000
H 2.74066 -1.65659 -2.92764 0.000
N -2.18623 -1.61865 -0.65684 0.003
N -2.87608 0.78758 -1.21195 0.013
N -0.88159 -1.37246 -0.30896 0.021
N -1.76032 1.53739 -0.88001 0.029
C -2.29030 -2.88555 -1.15464 0.001
C -3.51675 1.38871 -2.23167 0.018
H -3.24757 -3.25195 -1.47689 0.000
H -4.45701 0.98610 -2.58138 0.002
C -1.01064 -3.44459 -1.13248 0.006
C -2.78523 2.51420 -2.62093 0.008
C -0.16050 -2.44990 -0.59701 -0.006
C -1.67971 2.57718 -1.75436 0.018
H -0.71790 -4.42572 -1.46192 0.000
H -3.03302 3.19970 -3.40768 0.001
H 0.90932 -2.50759 -0.42519 0.000
H -0.86223 3.27738 -1.72434 0.000
H 3.70969 -1.37014 -1.46368 0.000
O 5.47909 4.41574 3.02160 0.001
N 5.50122 3.18608 2.81683 0.000
O 6.52956 2.50440 3.00995 0.002
C 4.30360 2.52071 2.32861 0.007
C 3.13475 3.26430 2.08973 -0.009
C 1.97984 2.63565 1.63007 0.006
C 2.02642 1.22398 1.30427 0.000
O 1.07151 0.60520 0.70032 0.067
C 3.23178 0.50308 1.55841 0.010
C 4.36788 1.14849 2.02817 -0.001
N 3.18438 -0.93788 1.27533 0.000
O 4.20277 -1.47857 0.80179 0.001
O 2.13774 -1.55348 1.53783 0.001
N 0.84391 3.49940 1.54673 0.009
O 1.01453 4.71714 1.71005 -0.017
O -0.34334 3.03613 1.33034 0.042
H 3.11539 4.33380 2.25900 -0.001
H 5.30113 0.60524 2.14621 0.000
```



6.
# C16H16BFN6Sm

A molecular structure, C16H16BFN6Sm (ωB97M-V with the def2-TZVPD basis set, OMol25).

Its spin multiplicity is 6. Its HOMO energy (alpha / beta) is -10.68 / -10.74 eV. The net charge is +1. As for the HOMO-LUMO gap (alpha / beta): 6.26 / 7.25 eV.

```
41
Properties=species:S:1:pos:R:3:mulliken_spin:R:1
Sm -0.58215 -0.02691 -1.59665 5.419
C 2.66206 0.40684 1.54704 -0.003
C 2.39867 0.14350 0.20901 -0.006
N 1.19655 0.60244 -0.14149 0.009
N 0.65442 1.16174 0.98507 -0.004
C 1.52216 1.04504 1.99835 0.001
B -0.66817 1.99608 1.00380 -0.017
N -1.92641 1.08098 1.06356 -0.004
C -2.83098 0.99850 2.04156 -0.001
C -3.81114 0.09024 1.67469 -0.001
C -3.41899 -0.34846 0.41911 0.000
N -2.28233 0.25184 0.04338 0.000
N -0.72039 2.90988 -0.24108 0.001
C -0.71355 4.24989 -0.24568 0.000
C -0.74800 4.69550 -1.55277 -0.001
C -0.76054 3.52760 -2.30698 -0.002
N -0.74711 2.44729 -1.52499 -0.014
H 3.55052 0.17173 2.10779 0.000
H 3.01252 -0.37392 -0.51297 0.000
H 1.27778 1.45752 2.96441 0.000
H -0.66625 2.67492 1.99629 0.000
H -2.71474 1.59699 2.93130 0.000
H -4.67961 -0.20079 2.23975 0.000
H -3.89593 -1.06697 -0.22906 -0.001
H -0.69100 4.78526 0.69024 0.000
H -0.76059 5.71238 -1.90365 0.000
H -0.78268 3.41168 -3.37997 0.000
F 4.09746 -3.80163 0.45130 -0.006
C 2.89615 -3.47596 -0.04842 -0.063
C 1.91764 -3.02058 0.80794 0.023
C 0.68462 -2.68499 0.27123 -0.066
C 0.40621 -2.82561 -1.09728 0.071
C -0.89474 -2.47057 -1.63524 -0.319
C 1.44550 -3.29106 -1.92748 -0.051
C 2.68567 -3.61701 -1.41107 0.023
H 2.12325 -2.93619 1.86637 0.000
H -0.09613 -2.34406 0.94383 -0.001
H -1.70922 -2.54931 -0.91227 0.012
H -1.17450 -2.96564 -2.56348 -0.001
H 1.26204 -3.42149 -2.98815 0.000
H 3.48196 -3.99672 -2.03732 0.001
```



Number 1: calculated total energy -63453.0217 eV. Number 2: calculated total energy -62941.2948 eV. Number 3: calculated total energy -38282.8460 eV. Number 4: calculated total energy -30595.5484 eV. Number 5: calculated total energy -82891.5927 eV. Number 6: calculated total energy -47086.3021 eV.